Entry one
{
  "formula": "C6H15NO",
  "method": "ωB97M-V/def2-TZVPD",
  "multiplicity": 1,
  "homo_lumo_gap_ev": 9.84,
  "species": ["C", "C", "C", "C", "C", "C", "N", "H", "H", "H", "H", "H", "H", "H", "H", "H", "H", "H", "H", "H", "O", "H", "H"],
  "positions_angstrom": [[2.0287, -1.2721, 0.8189], [1.5743, -0.8632, -0.3570], [1.0841, 0.5172, -0.6350], [0.8264, 1.4711, 0.5694], [-0.2828, 1.0439, 1.5712], [-1.2349, -0.0498, 1.1883], [-2.1696, 0.3317, 0.0954], [2.3460, -2.3024, 0.9169], [2.0439, -0.6323, 1.6886], [1.5515, -1.5363, -1.2097], [1.7458, 1.0590, -1.3263], [0.2129, 0.4838, -1.2963], [0.5870, 2.4336, 0.1235], [1.8271, 1.5118, 1.0037], [0.2303, 0.9005, 2.5324], [-0.8080, 1.9802, 1.8044], [-0.6789, -0.9347, 0.9085], [-1.8919, -0.2970, 2.0183], [-2.2362, 1.3371, 0.0002], [-1.7453, 0.0995, -0.7937], [-1.1621, -1.0005, -2.6833], [-0.7530, -1.5885, -2.0084], [-1.9773, -1.3869, -3.0282]]
}


Entry two
{
  "formula": "C6H15NO",
  "method": "ωB97M-V/def2-TZVPD",
  "multiplicity": 1,
  "homo_lumo_gap_ev": 9.57,
  "species": ["C", "C", "C", "N", "C", "C", "C", "O", "H", "H", "H", "H", "H", "H", "H", "H", "H", "H", "H", "H", "H", "H", "H"],
  "positions_angstrom": [[-0.6932, 1.3794, -2.0756], [0.6093, 1.1460, -1.3442], [1.2868, -0.2482, -1.5694], [0.8741, -1.3626, -0.7193], [0.9412, -1.0871, 0.7268], [-0.3097, -1.3685, 1.5404], [-1.0073, -0.0317, 1.8973], [-1.9048, -0.1621, 3.0029], [-0.8452, 2.4612, -2.1229], [-1.6108, 0.9385, -1.6789], [-0.6426, 1.1929, -3.1466], [0.4755, 1.4677, -0.3115], [1.2860, 1.9725, -1.6160], [0.9628, -0.4754, -2.5852], [2.3400, 0.0157, -1.4803], [-0.0915, -1.5951, -0.9235], [1.8063, -1.6324, 1.0976], [1.2231, -0.0571, 0.9370], [-0.1945, -1.9809, 2.4255], [-1.0698, -1.9401, 0.9637], [-0.2329, 0.6934, 2.1497], [-1.6457, 0.3598, 1.0896], [-1.5571, 0.3139, 3.7429]]
}


Entry three
{
  "formula": "C6H15NO",
  "method": "ωB97M-V/def2-TZVPD",
  "multiplicity": 1,
  "homo_lumo_gap_ev": 9.35,
  "species": ["C", "C", "C", "C", "C", "N", "C", "O", "H", "H", "H", "H", "H", "H", "H", "H", "H", "H", "H", "H", "H", "H", "H"],
  "positions_angstrom": [[-2.2437, -1.8510, 0.2074], [-1.6603, -1.2766, 1.4181], [-0.9749, 0.0637, 1.1744], [-0.2867, 0.0603, -0.1675], [0.6366, 1.1434, -0.6951], [0.2864, 1.7346, -1.9781], [2.0643, 0.4347, -0.4961], [2.2763, -0.0881, 0.7188], [-3.0899, -2.5370, 0.3308], [-1.7448, -2.7211, -0.3121], [-2.5929, -0.9688, -0.5110], [-1.0792, -1.9720, 1.9794], [-2.3403, -0.8520, 2.3279], [-0.2246, 0.1901, 1.8135], [-1.7661, 0.9150, 1.0926], [0.1816, -0.8908, -0.0896], [-1.0715, -0.2063, -0.9107], [0.6664, 2.0547, -0.0128], [0.3775, 2.7091, -2.2478], [0.4161, 1.2172, -2.8446], [2.2510, -0.1228, -1.3983], [2.7324, 1.3739, -0.6092], [1.8573, -1.0734, 0.8412]]
}


Entry four
{
  "formula": "C6H15NO",
  "method": "ωB97M-V/def2-TZVPD",
  "multiplicity": 1,
  "homo_lumo_gap_ev": 10.25,
  "species": ["C", "C", "C", "N", "O", "H", "H", "H", "H", "H", "H", "H", "H", "H", "C", "C", "C", "H", "H", "H", "H", "H", "H"],
  "positions_angstrom": [[2.2067, 0.7697, 1.6810], [1.7454, 0.7249, 0.2205], [2.0492, 2.0533, -0.4800], [2.4513, -0.3297, -0.4555], [0.3412, 0.4477, 0.1578], [1.7239, 1.5876, 2.2118], [1.9572, -0.1654, 2.1765], [3.2831, 0.9097, 1.7128], [1.6198, 2.8860, 0.0727], [3.1235, 2.1862, -0.5460], [1.6313, 2.0455, -1.4844], [2.2337, -1.2226, -0.0241], [2.1534, -0.3789, -1.4219], [-0.1394, 1.1663, 0.5849], [-3.1942, -1.5105, -1.8354], [-2.5599, -1.1004, -0.7549], [-2.9312, -1.4876, 0.6363], [-4.0658, -2.1638, -1.7680], [-2.8891, -1.2222, -2.8342], [-1.6852, -0.4602, -0.8389], [-2.0768, -1.9449, 1.1373], [-3.2126, -0.6034, 1.2074], [-3.7656, -2.1873, 0.6442]]
}


Of them, entry four has the highest stability.


Entry one
{
  "formula": "C6H15NO",
  "method": "ωB97M-V/def2-TZVPD",
  "multiplicity": 1,
  "homo_lumo_gap_ev": 8.97,
  "species": ["C", "C", "N", "C", "C", "C", "C", "O", "H", "H", "H", "H", "H", "H", "H", "H", "H", "H", "H", "H", "H", "H", "H"],
  "positions_angstrom": [[-1.1970, -3.0123, 0.1837], [-0.1372, -1.9286, 0.0815], [-0.7279, -0.5988, -0.0187], [-1.2512, -0.3068, -1.3403], [0.0523, 0.4669, 0.6362], [0.6938, 1.5173, -0.2515], [1.7934, 2.2864, 0.4539], [1.2370, 3.1279, 1.4845], [-1.6316, -3.3395, -0.7431], [-1.9594, -2.6079, 0.8395], [-0.8443, -3.8646, 0.7720], [0.6122, -2.0785, -0.7048], [0.3443, -1.9606, 1.0515], [-0.6454, -0.6467, -2.1863], [-1.3771, 0.7671, -1.4499], [-2.2774, -0.6847, -1.3981], [0.8393, 0.0017, 1.2324], [-0.6095, 0.9700, 1.3503], [-0.0008, 2.2806, -0.5907], [1.0715, 1.1296, -1.2078], [2.4754, 1.6038, 0.9714], [2.3780, 2.8798, -0.2532], [1.1618, 3.9978, 1.0876]]
}


Entry two
{
  "formula": "C6H15NO",
  "method": "ωB97M-V/def2-TZVPD",
  "multiplicity": 1,
  "homo_lumo_gap_ev": 8.97,
  "species": ["C", "C", "C", "C", "C", "C", "N", "O", "H", "H", "H", "H", "H", "H", "H", "H", "H", "H", "H", "H", "H", "H", "H"],
  "positions_angstrom": [[0.1809, -0.6020, 0.0161], [-0.0214, 0.7544, 0.5033], [0.6125, -0.1279, -1.6830], [1.0439, -0.2861, 2.8330], [-0.9526, -1.6046, 0.0100], [-0.0912, 0.9628, -2.4543], [-1.2075, 1.4344, 0.2891], [-0.1462, -0.0179, 2.1583], [1.1388, -1.0238, 0.3096], [0.8571, 1.3924, 0.5469], [-2.0426, 0.8680, 0.3121], [-1.1459, 2.3620, -0.0974], [1.6946, 0.0275, -1.6910], [0.4401, -1.0924, -2.1660], [1.9445, 0.0653, 2.2908], [1.1768, -1.3668, 3.0014], [1.0535, 0.2055, 3.8177], [-1.3024, -1.8349, -1.0004], [-1.8178, -1.2931, 0.5963], [-0.6197, -2.5386, 0.4683], [0.1992, 0.9259, -3.5108], [0.1819, 1.9598, -2.1028], [-1.1765, 0.8301, -2.4471]]
}


Entry three
{
  "formula": "C6H15NO",
  "method": "ωB97M-V/def2-TZVPD",
  "multiplicity": 1,
  "homo_lumo_gap_ev": 9.52,
  "species": ["C", "C", "C", "C", "C", "C", "N", "H", "H", "H", "H", "H", "H", "H", "H", "H", "H", "H", "H", "H", "O", "H", "H"],
  "positions_angstrom": [[-0.5278, -2.8306, 1.3553], [0.0208, -1.5332, 0.7994], [-0.3661, -0.3640, 1.2990], [0.2406, 0.9884, 1.0262], [1.3106, 1.0333, -0.0591], [0.5914, 1.1848, -1.4146], [2.1300, 2.2487, 0.2538], [0.2344, -3.4483, 1.7912], [-1.3645, -2.6065, 2.0268], [-1.1715, -3.2504, 0.5868], [0.5365, -1.5735, -0.1555], [-0.9382, -0.3748, 2.2266], [-0.5257, 1.6630, 0.7525], [0.6594, 1.3413, 1.9682], [2.0350, 0.2223, -0.0975], [-0.4336, 0.8304, -1.3281], [0.3811, 2.2508, -1.5750], [1.1148, 0.8340, -2.2948], [2.4352, 2.6454, -0.6201], [1.6277, 2.8870, 0.8378], [-2.3817, -0.4211, -2.4046], [-2.9704, -0.8358, -1.7676], [-2.6379, -0.8913, -3.2067]]
}


Of them, entry one has the highest stability.


Entry one
{
  "formula": "C2H3ClSi",
  "method": "ωB97M-V/def2-TZVPD",
  "multiplicity": 1,
  "homo_lumo_gap_ev": 10.54,
  "species": ["C", "C", "Si", "Cl", "H", "H", "H"],
  "positions_angstrom": [[-1.5939, 1.4283, -0.0231], [-0.8506, 0.5027, -0.0980], [0.8465, -0.9372, 0.0495], [2.3826, 0.4201, -0.0766], [-2.3139, 2.0408, -0.2941], [1.2440, -2.0397, -0.8635], [0.2854, -1.4151, 1.3058]]
}


Entry two
{
  "formula": "C2H3ClSi",
  "method": "ωB97M-V/def2-TZVPD",
  "multiplicity": 1,
  "homo_lumo_gap_ev": 8.43,
  "species": ["Cl", "C", "C", "Si", "H", "H", "H"],
  "positions_angstrom": [[-3.1443, 0.2152, -0.0613], [-0.9294, 0.0239, -0.0633], [-0.0791, -0.9631, -0.0513], [0.7699, 0.7669, -0.0217], [0.1480, -1.8964, 0.2812], [1.5345, 0.8897, 1.1256], [1.7004, 0.9638, -1.2091]]
}


Entry three
{
  "formula": "C2H3ClSi",
  "method": "ωB97M-V/def2-TZVPD",
  "multiplicity": 1,
  "homo_lumo_gap_ev": 9.56,
  "species": ["Cl", "C", "C", "Si", "H", "H", "H"],
  "positions_angstrom": [[2.6145, 0.0413, 0.0028], [0.9243, -0.0228, -0.1035], [-0.0167, -0.9826, -0.0034], [-0.9144, 0.5734, -0.0152], [0.0741, -2.0816, 0.2035], [-0.9642, 1.3882, -1.2579], [-1.7176, 1.0841, 1.1737]]
}


Of them, entry one has the highest stability.


Entry one
{
  "formula": "C4H12N3",
  "method": "ωB97M-V/def2-TZVPD",
  "multiplicity": 1,
  "total_charge": 1,
  "homo_lumo_gap_ev": [9.42, 7.79],
  "species": ["C", "C", "C", "C", "N", "N", "N", "H", "H", "H", "H", "H", "H", "H", "H", "H", "H", "H", "H"],
  "positions_angstrom": [[-0.5987, -0.9712, -1.2425], [0.9181, 1.1197, 1.5325], [-0.7567, -0.7321, 1.7897], [0.2989, -0.2365, -0.3892], [0.3604, 0.7833, -3.1044], [1.1856, 1.0844, -2.3650], [-0.2168, 0.3169, 0.8420], [-1.5323, -1.3916, -0.6720], [-0.1704, -1.9222, -1.5812], [-0.9326, -0.2956, -2.0994], [1.3514, 0.5492, 2.3322], [1.6467, 1.5942, 0.8900], [0.3100, 1.9934, 1.8652], [-0.3568, -1.7530, 1.4711], [-0.3759, -0.7607, 2.9344], [-1.8471, -0.9422, 1.8095], [1.3564, -0.2275, -0.4774], [0.2367, 0.7749, -4.1151], [-0.8770, 1.0167, 0.5797]]
}


Entry two
{
  "formula": "C4H12N3",
  "method": "ωB97M-V/def2-TZVPD",
  "multiplicity": 1,
  "total_charge": 1,
  "homo_lumo_gap_ev": [9.11, 9.12],
  "species": ["C", "C", "C", "C", "N", "N", "N", "H", "H", "H", "H", "H", "H", "H", "H", "H", "H", "H", "H"],
  "positions_angstrom": [[0.0886, 0.2268, -0.7781], [0.2121, 1.4225, -1.5280], [-1.3937, 0.7088, 2.4625], [-0.3054, 0.3645, 1.6277], [-0.1590, 0.2670, 0.4503], [1.4770, 0.9161, 2.3891], [0.1315, -2.4513, -2.1762], [0.1431, -0.7316, -1.3267], [0.8654, 1.2097, -2.4189], [-0.7757, 1.6565, -2.0850], [0.2389, 2.3509, -0.9521], [-1.1282, 0.8432, 3.4836], [-2.1854, -0.0619, 2.3403], [-1.8108, 1.7156, 2.1899], [2.0316, 0.5601, 1.6490], [1.4215, 0.4575, 3.3209], [-0.6927, -2.9082, -1.8841], [0.0077, -2.6023, -3.2693], [0.8562, -3.1406, -2.0485]]
}


Entry three
{
  "formula": "C4H12N3",
  "method": "ωB97M-V/def2-TZVPD",
  "multiplicity": 1,
  "total_charge": 1,
  "homo_lumo_gap_ev": 9.83,
  "species": ["N", "C", "N", "C", "C", "C", "N", "H", "H", "H", "H", "H", "H", "H", "H", "H", "H", "H", "H"],
  "positions_angstrom": [[1.1004, -2.7004, 0.2919], [0.6593, -1.8081, -0.6181], [0.1425, -0.6729, -0.3142], [0.5372, 0.0543, 0.8752], [0.2976, 1.5325, 0.6323], [-1.0957, 1.9935, 0.2517], [-1.3844, 1.3526, -1.0937], [1.3856, -3.6323, 0.0562], [1.2824, -2.4006, 1.2340], [0.5604, -2.2074, -1.6234], [1.5693, -0.0728, 1.2096], [0.0057, -0.3170, 1.7655], [1.0564, 1.7495, -0.1320], [0.5986, 2.1222, 1.5032], [-1.2067, 3.0647, 0.1994], [-1.8434, 1.6936, 0.9880], [-1.6080, 0.3687, -0.9259], [-0.4946, 1.2388, -1.5802], [-2.1323, 1.7698, -1.6414]]
}


Entry four
{
  "formula": "C4H12N3",
  "method": "ωB97M-V/def2-TZVPD",
  "multiplicity": 1,
  "total_charge": 1,
  "homo_lumo_gap_ev": [9.49, 9.49],
  "species": ["C", "C", "C", "C", "N", "N", "N", "H", "H", "H", "H", "H", "H", "H", "H", "H", "H", "H", "H"],
  "positions_angstrom": [[3.2753, -0.9503, 0.0395], [-2.6268, -0.7964, 0.0793], [-1.4500, -0.1347, 0.6593], [-0.7666, 0.6897, -0.4338], [2.3101, -0.1542, -0.1658], [1.3920, 0.3168, 0.7020], [0.5042, 1.2563, 0.1672], [3.5634, -1.2960, 0.9654], [3.6858, -1.4048, -0.9224], [-2.3688, -1.2892, -0.8497], [-3.1333, -1.5864, 0.6217], [-3.3688, -0.0770, -0.2477], [-0.6162, -0.7992, 0.9010], [-1.6406, 0.5273, 1.4731], [-0.6013, 0.1031, -1.3252], [-1.5114, 1.4992, -0.8050], [2.3765, 0.1242, -1.1263], [0.8112, 1.9222, -0.5614], [0.1654, 2.0494, 0.8291]]
}


Of them, entry three has the highest stability.